No. 1
18
Properties=species:S:1:pos:R:3:lowdin_spin:R:1 method="wB97M-V/def2-TZVPD" homo_ha="-0.489 / -0.489" relative_energy_kcal_mol=3.48 spin_multiplicity=2 charge=+1 homo_lumo_gap_ev="10.203 / 5.441" energy_ev=-8324.70051 lumo_energy_ev="-3.10 / -7.87"
N -1.715 -1.886 1.205 0.732
C -0.323 -1.632 0.944 0.109
C -0.158 -0.342 0.164 0.002
C -1.115 -0.178 -0.985 0.002
N -2.425 0.170 -0.449 0.042
H -2.370 -1.096 1.165 0.012
H -1.995 -2.737 1.696 0.016
H 0.226 -1.680 1.889 0.048
H -0.025 -2.494 0.332 0.033
H 0.902 -0.203 -0.021 -0.001
H -0.305 0.480 0.876 0.001
H -0.720 0.506 -1.740 0.001
H -1.203 -1.099 -1.567 0.000
H -3.147 0.128 -1.165 0.000
H -2.401 1.078 -0.004 0.002
H 6.218 4.049 -1.040 0.000
H 5.165 3.003 -0.736 0.000
O 5.390 3.934 -0.562 0.000


No. 2
40
Properties=species:S:1:pos:R:3:mulliken_charge:R:1 method="wB97M-V/def2-TZVPD" homo_ha=-0.488 relative_energy_kcal_mol=27.29 charge=+1 homo_lumo_gap_ev=8.944 energy_ev=-308601.08997 lumo_energy_ev=-4.34
C 1.737 -0.921 2.652 -1.118
C 1.342 0.322 1.720 -0.557
C 0.920 -0.070 0.233 -0.136
Br 0.464 1.643 -0.717 -0.009
P -0.569 -1.231 0.109 0.768
N -1.358 -1.577 1.624 -0.361
S -2.051 -0.375 -1.193 -0.229
C 0.027 -2.877 -0.649 0.628
F -0.895 -3.899 -0.507 -0.194
F 0.460 -2.692 -1.969 -0.107
F 1.190 -3.236 0.075 -0.206
H 1.022 -1.803 2.585 0.405
H 1.716 -0.529 3.730 0.268
H 2.797 -1.291 2.440 0.327
H 2.291 0.959 1.625 0.268
H 0.564 0.974 2.228 0.304
H 1.785 -0.587 -0.309 0.523
H -0.956 -1.056 2.415 0.369
H -2.346 -1.263 1.523 -0.008
H -2.878 0.451 -0.436 0.226
C -5.642 -1.504 2.299 0.288
Cl -4.466 -0.783 1.169 -0.179
Cl -5.217 -1.048 3.960 -0.084
Cl -7.265 -0.907 1.915 -0.069
Cl -5.603 -3.269 2.139 -0.068
C 0.503 -2.171 -5.665 0.271
Cl -0.634 -1.747 -4.366 -0.064
Cl 1.777 -0.938 -5.760 -0.080
Cl 1.232 -3.752 -5.319 -0.088
Cl -0.367 -2.244 -7.210 -0.083
C 1.191 4.242 -4.047 0.343
Cl 0.048 4.673 -2.754 -0.117
Cl 2.475 5.463 -4.133 -0.079
Cl 1.905 2.654 -3.696 -0.077
Cl 0.332 4.175 -5.598 -0.082
C 2.895 3.244 3.978 0.357
Cl 2.207 3.804 2.438 -0.068
Cl 3.609 4.618 4.841 -0.083
Cl 1.610 2.522 4.970 -0.101
Cl 4.150 2.027 3.658 -0.101


No. 3
96
Properties=species:S:1:pos:R:3:lowdin_spin:R:1 method="wB97M-V/def2-TZVPD" homo_ha="-0.263 / -0.288" relative_energy_kcal_mol=23.86 spin_multiplicity=2 homo_lumo_gap_ev="6.598 / 6.997" energy_ev=-78741.39832 lumo_energy_ev="-0.57 / -0.85"
Ru 0.027 -0.120 -0.088 0.712
C 3.270 -1.230 -1.889 0.000
C 3.182 -0.932 -0.431 0.001
C 4.284 -1.028 0.420 0.001
C 3.865 -0.500 1.618 0.000
N 2.591 -0.122 1.480 0.000
N 2.137 -0.413 0.226 0.012
B 1.697 0.589 2.509 0.000
N 1.101 1.838 1.780 0.000
C 1.105 3.101 2.223 0.000
C 0.851 3.939 1.159 0.001
C 0.713 3.093 0.058 0.002
C 0.562 3.509 -1.364 0.001
N 0.862 1.818 0.436 0.007
N 0.614 -0.393 2.967 0.000
C 0.516 -1.174 4.053 0.000
C -0.640 -1.911 3.937 0.000
C -1.195 -1.542 2.706 -0.001
C -2.496 -2.021 2.162 0.001
N -0.406 -0.637 2.113 0.001
N 2.446 1.098 3.735 0.000
C 1.889 1.468 4.917 0.000
C 2.813 2.207 5.609 0.000
C 3.933 2.264 4.752 0.000
C 5.240 2.952 4.975 0.000
N 3.697 1.611 3.629 0.000
H 4.316 -1.419 -2.127 0.000
H 2.703 -2.110 -2.187 0.000
H 2.941 -0.378 -2.480 0.000
H 5.264 -1.388 0.163 0.000
H 4.388 -0.308 2.537 0.000
H 1.343 3.324 3.249 0.000
H 0.813 5.013 1.160 0.000
H 1.185 4.385 -1.543 0.000
H 0.868 2.717 -2.044 0.000
H -0.469 3.780 -1.603 0.000
H 1.261 -1.142 4.828 0.000
H -1.038 -2.625 4.637 0.000
H -2.981 -2.640 2.915 0.000
H -3.151 -1.185 1.919 0.000
H -2.365 -2.596 1.249 0.002
H 0.882 1.186 5.174 0.000
H 2.703 2.639 6.589 0.000
H 5.472 3.018 6.037 0.000
H 6.043 2.412 4.477 0.000
H 5.221 3.966 4.574 0.000
C -3.699 3.665 2.459 -0.001
C -2.977 2.551 2.857 0.000
C -2.287 1.792 1.921 -0.001
C -2.328 2.154 0.585 0.003
C -3.055 3.271 0.173 0.000
C -3.737 4.019 1.116 0.000
N -1.591 1.361 -0.386 0.015
N -1.840 1.709 -1.559 0.014
C -1.093 1.028 -2.524 -0.002
C -1.466 1.311 -3.840 0.001
C -0.850 0.638 -4.873 -0.001
C 0.111 -0.311 -4.533 0.001
C 0.473 -0.547 -3.215 -0.002
C -0.078 0.133 -2.118 -0.009
H -4.231 4.259 3.191 0.000
H -2.944 2.266 3.901 0.000
H -1.722 0.925 2.216 0.000
H -3.079 3.544 -0.871 0.000
H -4.298 4.890 0.802 0.000
H -2.247 2.040 -4.014 0.000
H -1.114 0.823 -5.905 0.000
H 0.592 -0.886 -5.317 0.000
H 1.202 -1.318 -3.047 0.000
O 3.089 -6.599 -4.388 0.001
C 1.816 -6.135 -4.437 0.002
O 1.095 -6.472 -5.333 0.004
C 1.401 -5.205 -3.344 0.013
C 0.271 -4.419 -3.564 -0.002
C -0.165 -3.537 -2.596 0.014
C 0.518 -3.401 -1.386 0.016
S -0.028 -2.385 -0.056 0.146
C 1.621 -4.226 -1.153 0.015
C 2.057 -5.116 -2.119 -0.002
H 3.564 -6.165 -3.669 0.000
H -0.256 -4.523 -4.503 0.000
H -1.049 -2.939 -2.763 0.000
H 2.133 -4.151 -0.202 0.001
H 2.903 -5.753 -1.882 0.000
O -2.631 -1.047 -0.682 0.017
N -3.586 -0.632 -1.437 -0.002
C -4.559 0.168 -0.947 0.007
C -5.583 0.616 -1.754 -0.001
C -5.626 0.250 -3.088 0.008
C -4.614 -0.562 -3.579 -0.001
C -3.605 -0.985 -2.747 0.007
H -4.450 0.406 0.100 0.000
H -6.340 1.251 -1.316 0.000
H -6.423 0.592 -3.732 0.000
H -4.586 -0.870 -4.615 0.000
H -2.766 -1.594 -3.044 0.000